A gas-phase ion, C8H11N6 (charge +1) at a distorted geometry. Source: the Open Molecules 2025 dataset; level of theory: ωB97M-V/def2-TZVPD.

Last column: Löwdin charge in e.
Positions of all 25 atoms, in Å:
C (-1.792151, 0.762562, -1.340060)  -0.066
C (-1.258458, 0.449058, -2.603085)  -0.109
C (-0.747045, 1.235583, -0.604066)  -0.041
C (0.663153, -1.099425, -0.599778)  -0.120
C (1.645765, 0.456704, 1.043872)  -0.075
C (-1.496390, -1.586555, -0.267671)  -0.171
C (-0.117530, -1.193173, 1.569025)  -0.175
C (1.667819, 1.351872, -1.138098)  -0.155
N (0.001568, 0.637136, -2.617538)  0.117
N (-0.410993, -1.733574, -0.963448)  0.103
N (0.852684, -0.633586, 0.722060)  -0.026
N (0.394793, 1.137141, -1.420303)  -0.129
N (2.113755, 1.340467, 0.082551)  0.087
N (-1.378761, -1.193066, 0.988301)  0.078
H (-2.822029, 0.766647, -0.902262)  0.141
H (-1.651015, 0.036100, -3.419043)  0.091
H (-0.613897, 1.535806, 0.417891)  0.130
H (1.465745, -1.143710, -1.419756)  0.183
H (1.722354, 0.757352, 1.988169)  0.084
H (-2.381016, -1.615155, -0.838653)  0.132
H (0.132978, -2.313158, 1.831442)  0.186
H (-0.079479, -0.705432, 2.546848)  0.153
H (2.360204, 1.634503, -2.033591)  0.193
H (2.977746, 1.847490, 0.392126)  0.202
H (-2.211709, -0.838477, 1.481066)  0.186

Forces on the atoms, in the same order (eV/Å):
C -1.45 1.36 1.98
C 0.71 1.02 2.69
C 0.97 -0.20 -0.45
C 2.55 -0.63 0.44
C -0.53 -0.88 -3.45
C 1.06 0.30 0.21
C 0.97 -3.00 3.61
C 3.09 2.85 -3.77
N 2.71 0.39 -1.60
N -0.16 -1.19 -1.09
N 1.13 1.09 -3.99
N -3.09 -0.77 0.69
N 0.82 -1.28 2.49
N -3.58 0.76 0.43
H 1.01 -0.11 -1.01
H -1.94 -1.45 -3.03
H -0.34 0.23 0.06
H -0.85 0.67 1.91
H 0.37 0.76 3.78
H -1.41 -0.52 0.32
H 0.04 1.86 -0.71
H -0.37 0.17 -0.26
H -1.45 -0.56 1.90
H -1.08 -0.54 -0.93
H 0.82 -0.33 -0.24

As for the total charge: +1. The value obtained for the HOMO energy is -10.808 eV. The value obtained for the orbital gap is 6.76 eV. The energy relative to the best compared isomer or geometry (same formula, charge and spin) is 153.77 kcal per mole. For the electronic energy, the calculation gives -17403.6175 eV. As for the spin multiplicity: 1. For the molar mass, the calculation gives 191.22 g/mol.